Entry 1:
The molecule C5H10NO, computed with wB97M-V/def2-TZVPD.

XYZ file:
```
17
Properties=species:S:1:pos:R:3:forces:R:3:mulliken_charge:R:1
O 1.117620 1.513293 -0.042361 1.031 -1.187 -0.459 -0.5512
C 0.234879 1.699429 0.772845 -0.138 3.234 -1.849 -0.1752
C -0.773263 0.733279 1.121588 -0.608 -1.112 3.636 -0.1538
C -0.092480 -0.639540 1.019376 -3.396 -3.149 -1.647 -1.1058
C -0.223737 -1.239201 -0.407174 1.207 -0.370 3.856 0.0404
C -1.359428 -0.993511 -1.031861 -3.209 0.146 -1.728 -1.4149
N 0.942775 -1.028617 -1.186622 1.835 -0.085 -3.242 -0.2524
H 0.179178 2.799099 0.946735 -0.667 -0.437 1.217 0.3681
H -0.999939 0.802228 2.286596 0.027 0.564 -2.307 0.2319
H -1.801164 0.781415 0.535457 2.222 -0.122 0.792 0.3318
H -0.705164 -1.362386 1.616305 0.476 0.670 -0.083 0.2466
H 0.889514 -0.930263 1.193138 2.138 1.028 1.553 0.6167
H -1.235754 -0.337544 -1.862948 -0.868 0.402 -1.306 0.3434
H -2.291192 -1.043512 -0.469633 0.110 0.131 -0.458 0.4658
H 1.417149 -0.100843 -1.126138 -0.091 -0.091 0.845 0.2613
H 1.586220 -1.819592 -1.116773 0.246 0.493 0.356 0.3685
H 0.704938 -1.057354 -2.206142 -0.312 -0.117 0.825 0.3789
```
Positions in Å, forces in eV/Å.

Values from the calculation:
* total energy: -8878.971 eV
* gap between HOMO and LUMO (alpha / beta): 5.0557 / 8.3217 eV
* LUMO level (alpha / beta): 0.0250 / 0.0196 hartree
* multiplicity: 2



Entry 2:
A cluster of 2 separate species, C5H10NO in total, computed with wB97M-V/def2-TZVPD.

XYZ file:
```
17
Properties=species:S:1:pos:R:3:forces:R:3:mulliken_charge:R:1
C -0.124926 0.132363 1.690222 -0.270 0.198 -0.501 0.1191
C 0.160222 -0.794685 0.788799 0.657 -0.149 0.570 -0.7953
C 0.521096 2.305365 2.475386 0.168 0.017 -0.688 -0.0740
N 0.627295 1.341515 1.641323 0.212 0.111 0.687 -0.0293
H -0.873750 0.148986 2.469431 -0.244 -0.194 -0.247 0.3398
H 1.097544 -0.698633 0.253835 -0.312 0.146 -0.457 0.2802
H -0.372292 -1.720640 0.645360 -0.173 0.012 0.360 0.2995
H 1.227756 3.119201 2.381249 -0.208 0.178 0.059 0.2706
H -0.281621 2.312420 3.198292 0.137 -0.143 0.257 0.2475
H 1.307678 1.436144 0.885810 0.041 -0.209 0.062 0.2983
O 0.686098 0.302742 -1.953779 0.133 0.189 0.228 -0.4677
C 0.273789 -0.691299 -2.495717 -0.419 0.068 0.059 0.1920
C -1.058267 -1.330481 -2.221058 0.414 -0.482 -0.265 -0.9955
H 0.897353 -1.215038 -3.240143 0.013 -0.010 -0.054 0.3562
H -1.738441 -0.779388 -1.579671 0.130 0.282 -0.059 0.3294
H -0.833375 -2.299102 -1.756957 -0.113 -0.037 -0.079 0.2795
H -1.516152 -1.569468 -3.182375 -0.166 0.020 0.068 0.3496
```
Positions in Å, forces in eV/Å.

Values from the calculation:
* total energy: -8876.109 eV
* total charge: +1
* gap between HOMO and LUMO: 7.8288 eV
* LUMO level: -0.1973 hartree



Entry 3:
The ion C5H10NO with charge +1, computed with wB97M-V/def2-TZVPD.

XYZ file:
```
17
Properties=species:S:1:pos:R:3:forces:R:3:mulliken_charge:R:1
C 0.038150 -0.322553 2.902309 1.609 -0.184 -1.337 -0.6291
C -0.321687 -0.331886 1.582317 -0.479 -0.262 0.413 -0.3736
C 0.065758 0.633896 0.473036 3.268 -0.396 -0.567 -0.5671
C 0.445586 -0.124066 -0.852789 -0.294 0.559 1.530 -0.0069
N 0.405849 0.916868 -2.061287 -1.409 -3.232 2.240 -0.2928
C -0.616039 -1.169898 -1.143554 0.236 -0.240 -0.110 -0.1196
O -1.581246 -0.715470 -1.676149 -1.416 -0.263 -0.889 -0.4605
H 1.131956 -0.320477 3.295224 -2.065 1.315 -0.812 0.2386
H -0.759003 -0.391147 3.615229 -0.046 -1.412 0.514 0.2657
H -1.169264 -1.013671 1.206697 0.370 1.721 1.222 0.2995
H -0.693725 1.395279 0.450462 -1.053 -0.179 -0.767 0.3871
H 0.967602 1.318763 0.551252 -0.555 -1.019 1.069 0.3884
H 1.415846 -0.629904 -0.655610 -0.194 0.908 -0.761 0.3623
H -0.636630 0.873484 -2.309995 1.322 0.561 0.153 0.4024
H 0.962393 0.389674 -2.678206 0.686 -0.187 -2.001 0.3292
H 0.875128 1.764695 -1.826254 -0.134 1.061 0.171 0.3238
H -0.530674 -2.273588 -0.872681 0.155 1.248 -0.067 0.4526
```
Positions in Å, forces in eV/Å.

Values from the calculation:
* total energy: -8874.633 eV
* total charge: +1
* gap between HOMO and LUMO: 8.6030 eV
* LUMO level: -0.1494 hartree
* structure (SMILES): C=CC[C@H]([NH3+])C=O



Entry 4:
The ion C5H10NO with charge +1, computed with wB97M-V/def2-TZVPD.

XYZ file:
```
17
Properties=species:S:1:pos:R:3:forces:R:3:mulliken_charge:R:1
O -2.864978 -0.112504 0.937348 -0.589 -0.143 -0.146 -0.4854
C -1.974173 0.165399 -0.034638 3.764 0.265 1.214 -0.0332
N -1.271956 1.452871 0.341234 -0.112 0.149 1.853 -0.2715
C -0.398367 0.169266 0.469227 -2.079 -1.695 -1.207 -0.2690
C 0.645502 -0.317188 -0.541406 0.653 1.273 3.804 -0.0266
C 2.126060 -0.100794 -0.172576 -1.018 -2.046 0.165 -0.6836
C 1.459284 -1.478439 -0.033471 -0.739 1.107 2.549 -0.6615
H -3.578853 -0.681861 0.637338 -0.181 -0.076 -0.090 0.3654
H -2.165977 0.044383 -1.126767 0.005 0.060 1.095 0.4114
H -1.622547 1.774995 1.325547 0.795 -0.429 -2.410 0.3665
H -1.111692 2.212709 -0.338720 0.113 -0.488 0.443 0.3298
H -0.148458 -0.183766 1.537649 -0.934 1.125 -1.638 0.3672
H 0.373112 -0.391435 -1.521626 -0.757 0.272 -2.490 0.4642
H 2.479541 0.406405 0.708113 -0.340 0.345 0.056 0.2715
H 2.808568 -0.199109 -0.984311 0.439 0.703 -0.440 0.2808
H 1.747088 -2.107123 -0.776023 0.710 -1.813 -2.134 0.2979
H 1.214999 -2.093341 0.877348 0.269 1.391 -0.623 0.2762
```
Positions in Å, forces in eV/Å.

Values from the calculation:
* total energy: -8874.992 eV
* total charge: +1
* gap between HOMO and LUMO: 11.1003 eV
* LUMO level: -0.1177 hartree
* structure (SMILES): O[C@H]1[NH2+][C@@H]1C1CC1



Entry 5:
The ion C5H10NO with charge +1, computed with wB97M-V/def2-TZVPD.

XYZ file:
```
17
Properties=species:S:1:pos:R:3:forces:R:3:mulliken_charge:R:1
C 0.713588 1.358438 -0.388532 4.218 1.833 0.922 0.0501
C -0.561623 1.352927 -0.579879 -2.349 0.303 -0.257 -0.4263
C -0.937911 -0.252108 1.316015 2.625 0.737 -0.278 -0.6955
C 1.307521 0.295222 0.348910 0.997 -2.197 1.807 -0.7277
C -1.387824 0.202734 -0.008314 1.648 0.193 -0.914 -0.0987
N 1.420020 -1.029813 -0.388190 -4.438 1.186 2.429 -0.2077
O -1.210575 -0.882624 -1.016381 -1.297 -1.689 1.620 -0.6160
H 1.480012 2.248300 -0.517142 -2.082 -1.585 -0.370 0.3023
H -0.969701 2.166825 -1.131795 -0.889 0.268 -0.254 0.4561
H -1.163386 -1.238245 1.594183 -0.226 -1.540 0.031 0.3250
H -0.753558 0.311524 2.209053 -0.197 1.003 -0.181 0.3104
H 2.245113 0.466754 0.914151 -0.886 0.043 -0.111 0.4012
H -2.387129 0.474418 0.069838 -2.143 0.429 -0.411 0.4845
H 1.818130 -1.788395 0.144926 -0.154 -0.172 0.328 0.3231
H 1.891467 -0.909461 -1.204099 1.910 0.285 -3.218 0.2979
H 0.287801 -1.078266 -0.606263 1.908 -1.230 -0.431 0.4413
H -1.791948 -1.698226 -0.756475 1.356 2.131 -0.712 0.3798
```
Positions in Å, forces in eV/Å.

Values from the calculation:
* total energy: -8873.436 eV
* total charge: +1
* gap between HOMO and LUMO (alpha / beta): 8.6878 / 8.3574 eV
* LUMO level (alpha / beta): -0.1625 / -0.1749 hartree



Entry 6:
A cluster of 2 separate species, C5H10NO in total, computed with wB97M-V/def2-TZVPD.

XYZ file:
```
17
Properties=species:S:1:pos:R:3:forces:R:3:mulliken_charge:R:1
C -1.185598 -0.835083 1.634641 -1.758 0.074 0.387 0.0616
C -1.830364 -0.325053 0.569792 0.231 -0.792 0.868 -0.7246
C 0.908918 -1.621640 2.550908 -1.611 0.619 -0.392 -0.0558
N 0.197843 -0.944908 1.691853 2.293 -1.065 -0.249 0.0799
H -1.678557 -1.353779 2.477568 0.105 0.993 -0.284 0.2955
H -1.395705 -0.244930 -0.408609 0.561 0.613 -0.020 0.4624
H -2.883051 -0.091157 0.617891 -0.173 -0.487 0.158 0.2417
H 1.928968 -1.898809 2.317962 0.143 0.552 0.218 0.2794
H 0.405389 -1.931465 3.477195 0.274 -0.254 -0.551 0.2477
H 0.711083 -0.478088 0.931462 -0.234 -0.491 -0.032 0.1357
C 0.139337 1.362984 -1.358409 0.377 0.273 -1.823 -0.8034
C 0.653222 1.464520 -2.606561 0.709 -0.646 1.667 0.0476
O 1.951885 1.056115 -2.890957 -1.646 0.747 -0.353 -0.4699
H -0.879882 1.668232 -1.144426 0.355 0.121 -0.090 0.3665
H 0.791475 1.013744 -0.576425 0.101 -0.009 0.253 0.1468
H 0.129313 1.868313 -3.455658 -0.366 0.068 -0.043 0.3225
H 2.035724 1.291005 -3.828227 0.639 -0.315 0.286 0.3663
```
Positions in Å, forces in eV/Å.

Values from the calculation:
* total energy: -8875.086 eV
* total charge: +1
* gap between HOMO and LUMO: 6.5317 eV
* LUMO level: -0.2126 hartree



Entry 7:
The ion C5H10NO with charge +1, computed with wB97M-V/def2-TZVPD.

XYZ file:
```
17
Properties=species:S:1:pos:R:3:forces:R:3:mulliken_charge:R:1
N -0.759320 0.691326 -2.186121 0.643 1.641 0.363 -0.2647
C 0.525755 1.105607 -1.463299 -1.189 -2.145 1.885 -0.6241
C 0.745830 0.486959 -0.244266 1.474 0.098 0.393 -0.4126
C 0.068914 0.682331 1.149323 -2.917 -0.565 -2.103 -0.0192
C -0.066765 -0.653803 1.897695 -1.817 -0.145 0.928 -0.5923
C 0.271899 -1.881454 1.021995 0.063 -0.044 3.794 0.0757
O -0.040815 -1.960167 -0.122406 0.136 -0.260 -1.030 -0.4212
H -0.618116 -0.247322 -2.563325 -0.014 -0.168 0.411 0.3532
H -1.640359 0.727676 -1.663286 0.164 0.047 -0.007 0.3582
H -0.789782 1.296354 -2.994174 -0.709 0.359 -0.438 0.3552
H 1.217221 1.661285 -2.057219 0.617 -0.867 -0.866 0.4010
H 1.635513 -0.234582 -0.192662 0.058 2.430 0.243 0.3769
H 0.600137 1.531259 1.702920 -0.766 -1.237 -0.963 0.3159
H -1.066921 0.903498 0.931416 2.281 0.753 0.453 0.1647
H 0.381546 -0.671728 2.909361 0.269 -0.144 -0.782 0.3689
H -1.220756 -0.749142 2.163422 2.262 -0.238 -0.573 0.2821
H 0.756018 -2.688096 1.710626 -0.557 0.484 -1.708 0.2822
```
Positions in Å, forces in eV/Å.

Values from the calculation:
* total energy: -8873.993 eV
* total charge: +1
* gap between HOMO and LUMO: 8.4630 eV
* LUMO level: -0.1705 hartree
* structure (SMILES): [NH3+]/C=C\CCC=O